Arrangement i

ORCA calculation (wB97M-V/def2-TZVPD) on a cluster of 2 separate species, C6H16N3 in total.

Geometry as XYZ:
```
25
C6H16N3 (wB97M-V/def2-TZVPD)
C 0.84539 1.53105 0.97232
C 1.50565 1.12235 2.19913
C -2.44321 0.75814 -1.55207
C 0.31314 -2.04624 0.87611
C 1.09149 -1.02421 -1.20984
C -0.72644 0.09319 0.08801
N 0.85154 2.51745 0.39824
N -1.11902 0.89065 -1.00148
N -0.10216 -1.20180 -0.27900
H 2.21191 1.90740 2.64129
H 0.72163 0.96289 2.89276
H 2.06591 0.17284 2.11473
H -3.24795 0.82290 -0.84892
H -2.64370 1.44433 -2.31868
H -2.43853 -0.19230 -1.99284
H -0.44587 -2.19088 1.54716
H 0.53857 -2.99687 0.37373
H 1.26102 -1.72690 1.34480
H 0.82456 -0.37623 -1.95704
H 1.87446 -0.54498 -0.70208
H 1.40153 -2.03745 -1.45433
H -1.55248 0.23949 0.74042
H 0.25792 2.82552 -0.37378
H -0.30574 0.85513 -1.65810
H -0.73962 -1.80548 -0.84052
```

Summary:
**2S+1**: 1
**Gap between HOMO and LUMO**: 8.77 eV
**Net charge**: +1

Arrangement ii

ORCA calculation (wB97M-V/def2-TZVPD) on a cluster of 2 separate species, C6H16N3 in total.

Geometry as XYZ:
```
25
C6H16N3 (wB97M-V/def2-TZVPD)
C -1.17737 -0.87340 -0.43038
C 1.36904 2.08551 -0.43237
C 2.13554 -0.92304 -1.24939
C 1.70982 -1.46777 1.22424
C 1.75324 0.88520 0.48973
C 1.51174 -0.52076 0.08491
N -0.06945 -0.58084 -0.31724
N -2.42351 -0.99696 -0.54624
N -4.52098 0.21596 0.23419
H 0.30696 2.02195 -0.91069
H 1.20665 3.01211 0.15420
H 1.97844 2.19405 -1.28941
H 2.52243 -0.02985 -1.67560
H 2.90928 -1.71661 -1.12103
H 1.33744 -1.29238 -1.83194
H 0.72650 -1.52483 1.84442
H 2.13082 -2.51052 0.98101
H 2.41976 -0.95488 1.83965
H 1.21198 0.84539 1.49832
H 2.90265 1.02547 0.68432
H -2.62170 -1.81559 -1.13189
H -3.38384 -0.44178 -0.23906
H -4.22700 0.91834 0.85298
H -5.29362 0.63248 -0.34461
H -4.87899 -0.68846 0.68070
```

Summary:
**2S+1**: 1
**Gap between HOMO and LUMO**: 11.38 eV
**Net charge**: +1

Here is how they stack up, most stable first: arrangement ii, arrangement i.

Arrangement i

ORCA calculation (wB97M-V/def2-TZVPD) on an isolated molecule of C4H3FN2S.

Geometry as XYZ:
```
11
C4H3FN2S (wB97M-V/def2-TZVPD)
N -1.91009 -1.90261 -0.90897
C -1.06683 -1.36680 -0.31109
C -0.08566 -0.67507 0.66161
S 1.63425 -1.15393 0.19769
N 1.74237 0.15982 -0.94116
C 0.90474 1.07396 -0.76523
C -0.19670 0.71871 0.35005
F -1.60360 1.11673 0.16749
H -0.42316 -1.08012 1.70117
H 0.73937 2.04537 -1.39782
H 0.26530 1.06393 1.24625
```

Summary:
**2S+1**: 1
**Gap between HOMO and LUMO**: 10.25 eV
**SMILES string**: N#C[C@H]1SN=C[C@H]1F

Arrangement ii

ORCA calculation (wB97M-V/def2-TZVPD) on an isolated molecule of C4H3FN2S.

Geometry as XYZ:
```
11
C4H3FN2S (wB97M-V/def2-TZVPD)
F 1.69317 1.81589 -0.10863
C 1.43560 0.57702 0.00046
N 2.30634 -0.34156 -0.07678
N 1.78821 -1.56616 0.10421
C 0.42460 -1.45107 -0.00959
C -0.02218 0.02134 0.10685
C -1.24716 0.65063 0.22170
S -2.72767 0.00401 -0.08768
H -0.13474 -2.28070 -0.27087
H -1.24664 1.68392 0.62613
H -2.42149 -1.24390 -0.08318
```

Summary:
**2S+1**: 1
**Gap between HOMO and LUMO**: 8.03 eV
**SMILES string**: FC1=NN=C/C1=C\S

Here is how they stack up, most stable first: arrangement i, arrangement ii.

Arrangement i

ORCA calculation (wB97M-V/def2-TZVPD) on a structure of composition C3H7IS.

Geometry as XYZ:
```
12
C3H7IS (wB97M-V/def2-TZVPD)
C 0.67129 1.42502 0.18524
C 0.48180 -0.05533 0.29475
C -0.72735 -0.59596 -0.46545
S -1.07640 -2.30695 0.06292
I -2.55521 0.47119 -0.05862
H -0.06564 1.87424 0.80486
H 0.64032 1.96909 -0.82370
H 1.65414 1.52757 0.68172
H 1.26516 -0.85132 -0.12268
H 0.21627 -0.25113 1.36403
H -0.67633 -0.62541 -1.54456
H 0.17194 -2.58101 -0.37850
```

Summary:
**2S+1**: 1
**Gap between HOMO and LUMO**: 9.90 eV

Arrangement ii

ORCA calculation (wB97M-V/def2-TZVPD) on a cluster of 2 separate species, C3H7IS in total.

Geometry as XYZ:
```
12
C3H7IS (wB97M-V/def2-TZVPD)
C 0.37793 0.92431 1.41572
C 3.43742 1.30214 -1.63146
C 0.18153 1.45146 -0.01658
S -1.46556 1.54400 -0.18741
I 3.97438 0.10032 0.11262
H 0.85541 1.60194 2.09222
H 1.25957 0.13969 1.23955
H -0.47707 0.65126 1.97107
H 2.29938 1.23026 -1.72222
H 3.85849 2.29618 -1.33693
H 4.13343 0.96299 -2.36124
H -1.46336 1.84632 -1.40938
```

Summary:
**2S+1**: 1
**Gap between HOMO and LUMO**: 9.08 eV

Here is how they stack up, most stable first: arrangement i, arrangement ii.

Arrangement i

ORCA calculation (wB97M-V/def2-TZVPD) on a cluster of 2 separate species, C4H8N3OS in total.

Geometry as XYZ:
```
17
C4H8N3OS (wB97M-V/def2-TZVPD)
C 1.05630 -0.95326 -0.16733
C 0.74569 -2.24867 -0.16139
C 0.13852 0.03264 0.08575
C -0.68383 3.16434 0.07213
N 0.53290 1.23744 0.49014
N -0.82055 3.94987 0.93953
N -0.49367 -2.78099 -0.40123
O -1.13855 -0.19978 0.03041
S -0.78447 2.75825 -1.56443
H 2.11024 -0.86122 0.04577
H 1.57343 -3.03794 -0.15582
H 1.54634 1.24688 0.51366
H -1.62377 0.54295 0.53154
H -0.89893 4.11038 1.99399
H -0.55706 -3.67055 -0.03293
H -1.29435 -2.26101 -0.66310
H -1.51818 3.75758 -1.85766
```

Summary:
**2S+1**: 1
**Gap between HOMO and LUMO**: 7.86 eV
**Net charge**: +1

Arrangement ii

ORCA calculation (wB97M-V/def2-TZVPD) on the ion C4H8N3OS with charge +1.

Geometry as XYZ:
```
17
C4H8N3OS (wB97M-V/def2-TZVPD)
C 0.46364 -1.39736 0.76555
C -0.88988 1.33789 -0.20750
C -0.52576 -0.65575 -1.66574
C 0.51719 1.01191 0.16455
N -0.98398 2.36806 -0.92949
N 0.82711 -0.04317 0.88710
N 0.36293 -2.21863 1.83269
O 1.46977 1.75741 -0.20293
S 0.00144 -2.03131 -0.80751
H -1.76754 0.71114 0.31741
H -1.55113 -0.38843 -1.47985
H -0.17372 -0.36115 -2.72725
H -1.91775 2.64897 -1.25918
H 1.85854 -0.03545 1.30654
H 0.77961 -2.11414 2.81896
H 0.34310 -3.24147 1.60468
H 1.18643 2.65148 -0.41803
```

Summary:
**2S+1**: 1
**Gap between HOMO and LUMO (alpha / beta)**: 7.01 / 7.02 eV
**Net charge**: +1

Here is how they stack up, most stable first: arrangement i, arrangement ii.

Arrangement i

ORCA calculation (wB97M-V/def2-TZVPD) on a structure of composition C4H6FN3.

Geometry as XYZ:
```
14
C4H6FN3 (wB97M-V/def2-TZVPD)
C 0.44209 0.34384 0.05777
C -0.43307 -0.83444 0.11618
C -1.79076 -0.17835 -0.04352
C -1.75059 1.11922 -0.00421
H 3.52054 -0.25298 0.79267
H 1.98486 -1.72341 0.07146
H -0.22096 -1.57502 0.94980
H -0.16714 -1.43875 -0.85200
H -2.64065 1.76513 0.11674
H -0.02390 2.28631 -0.70561
N 2.64657 -0.62599 -0.23847
N 1.70783 0.49837 -0.14199
N -0.40941 1.56163 0.03794
F -2.86541 -0.94556 -0.15675
```

Summary:
**2S+1**: 1
**Gap between HOMO and LUMO**: 8.56 eV

Arrangement ii

ORCA calculation (wB97M-V/def2-TZVPD) on an isolated molecule of C4H6FN3.

Geometry as XYZ:
```
14
C4H6FN3 (wB97M-V/def2-TZVPD)
N 1.38239 -0.41676 -1.60835
C 0.32725 0.02270 -0.77089
C -0.67208 0.86082 -1.21707
N -1.54865 1.12343 -0.11913
C -1.12420 0.33751 0.89527
F -1.50708 0.38221 2.16052
C 0.19376 -0.18300 0.63677
N 1.16946 -0.77937 1.45228
H 0.91330 -0.83898 -2.39403
H 1.79782 -1.06428 -0.97395
H -0.74100 1.09585 -2.22705
H -2.51903 1.38550 -0.02099
H 1.54897 -0.17963 2.35065
H 0.77909 -1.74600 1.83596
```

Summary:
**2S+1**: 1
**Gap between HOMO and LUMO**: 8.50 eV
**SMILES string**: Nc1c[nH]c(F)c1N

Here is how they stack up, most stable first: arrangement ii, arrangement i.

Arrangement i

ORCA calculation (wB97M-V/def2-TZVPD) on a cluster of 2 separate species, CH5PS2 in total.

Geometry as XYZ:
```
9
CH5PS2 (wB97M-V/def2-TZVPD)
C 2.04349 -2.01904 -0.13998
P 1.37100 -0.21732 -0.00326
S -0.49423 -0.27127 0.45759
H 2.97360 -2.08164 -0.65504
H 2.45086 -2.15919 0.92415
H 1.37821 -2.75635 -0.53365
S -2.74584 2.76718 0.20240
H -4.13619 3.06604 0.48396
H -2.84091 3.67158 -0.73616
```

Summary:
**2S+1**: 1
**Gap between HOMO and LUMO**: 7.56 eV
**SMILES string**: CP=S.S

Arrangement ii

ORCA calculation (wB97M-V/def2-TZVPD) on a cluster of 2 separate species, CH5PS2 in total.

Geometry as XYZ:
```
9
CH5PS2 (wB97M-V/def2-TZVPD)
P 2.55322 -1.32482 0.11480
S 3.29297 -2.79831 -0.89813
H 2.51084 -1.83228 1.38663
C -0.94050 -0.79011 -0.42898
S -0.36356 -0.37826 1.19761
H -1.71168 -0.12510 -0.66089
H -1.22887 -1.80780 -0.48440
H 0.00270 -0.80703 -0.98834
H 0.06806 0.84614 0.90695
```

Summary:
**2S+1**: 1
**Gap between HOMO and LUMO**: 7.39 eV
**SMILES string**: P=S.CS

Here is how they stack up, most stable first: arrangement i, arrangement ii.